1.
Entry from the Open Molecules 2025 dataset: a structure of composition C46H46BrCl2IIrN3OS6 (ωB97M-V/def2-TZVPD).

Computed properties:
⟨S²⟩: 0.77
LUMO (spin up / spin down) (eV): 1.711 / 1.754
2S+1: 2
Net charge: -1
Maximum force (eV Å⁻¹): 0.71
ΔE to the lowest compared entry with this formula, charge and spin (kJ/mol): 0.0

Atoms and positions in Å:
Ir (0.3475, -0.3866, 0.4462)
S (4.2192, -6.2030, -1.4961)
C (3.2837, -4.9195, -1.0509)
S (2.9972, -4.4651, 0.5891)
C (1.9463, -3.1063, 0.2791)
C (1.7101, -2.8278, -1.0148)
S (0.6838, -1.5267, -1.5690)
S (2.5001, -3.8680, -2.1727)
S (1.2488, -2.2025, 1.6069)
C (3.5789, 0.0037, 3.3261)
C (2.7263, 1.1478, 3.8762)
C (2.7244, 2.3472, 2.9289)
C (1.3673, 0.6462, 4.3631)
C (1.3107, 0.3518, 5.7264)
C (0.1534, -0.0648, 6.3545)
C (-1.0032, -0.1955, 5.6119)
C (-1.0059, 0.0733, 4.2495)
C (-2.3109, -0.0657, 3.4979)
C (-3.3228, 1.0056, 3.9071)
C (-2.8987, -1.4660, 3.6707)
C (0.1859, 0.4810, 3.6130)
N (0.1002, 0.7950, 2.2149)
C (-0.3356, 2.0063, 1.9000)
C (-0.6367, 2.3073, 0.5484)
N (-0.5616, 1.3466, -0.3645)
C (-1.1625, 1.6171, -1.6308)
C (-0.3579, 1.9839, -2.7204)
C (-0.9798, 2.3147, -3.9195)
C (-2.3590, 2.2903, -4.0459)
C (-3.1407, 1.9456, -2.9570)
C (-2.5667, 1.6146, -1.7340)
C (-3.4815, 1.3117, -0.5579)
C (-4.2148, 2.5662, -0.0715)
C (-4.5153, 0.2300, -0.8890)
C (1.1446, 2.1486, -2.5790)
C (1.5421, 3.6227, -2.7067)
C (1.9241, 1.3029, -3.5859)
C (-1.0511, 3.7179, 0.4617)
C (-1.4161, 4.5791, -0.5386)
C (-1.7577, 5.9150, -0.1940)
C (-1.7468, 6.3717, 1.0980)
C (-1.3743, 5.4973, 2.1553)
C (-1.3126, 5.8057, 3.5412)
C (-0.9309, 4.8431, 4.4391)
C (-0.5770, 3.5244, 4.0453)
C (-0.6196, 3.2044, 2.7144)
C (-1.0304, 4.2032, 1.7949)
H (4.5791, 0.3701, 3.0826)
H (3.1359, -0.4180, 2.4290)
H (3.6688, -0.8032, 4.0570)
H (3.2239, 1.4847, 4.7921)
H (2.3900, 2.0787, 1.9288)
H (3.7475, 2.7194, 2.8337)
H (2.1058, 3.1579, 3.3122)
H (2.2162, 0.4728, 6.3104)
H (0.1534, -0.2752, 7.4169)
H (-1.9238, -0.5000, 6.0965)
H (-2.1011, 0.0715, 2.4448)
H (-3.5747, 0.9213, 4.9677)
H (-4.2457, 0.8931, 3.3319)
H (-2.9315, 2.0096, 3.7312)
H (-3.2570, -1.6256, 4.6904)
H (-2.1467, -2.2283, 3.4592)
H (-3.7449, -1.6090, 2.9936)
H (-0.3712, 2.6077, -4.7673)
H (-2.8245, 2.5455, -4.9907)
H (-4.2202, 1.9395, -3.0570)
H (-2.8633, 0.9620, 0.2690)
H (-4.8164, 2.9923, -0.8787)
H (-3.5265, 3.3349, 0.2797)
H (-4.8886, 2.3089, 0.7498)
H (-5.3017, 0.6304, -1.5338)
H (-4.9912, -0.1270, 0.0279)
H (-4.0699, -0.6191, -1.3983)
H (1.4183, 1.8227, -1.5758)
H (1.4011, 3.9809, -3.7310)
H (2.5946, 3.7450, -2.4451)
H (0.9538, 4.2546, -2.0410)
H (1.5957, 1.5056, -4.6100)
H (1.7995, 0.2391, -3.3809)
H (2.9890, 1.5397, -3.5260)
H (-1.4695, 4.2665, -1.5733)
H (-2.0440, 6.5907, -0.9906)
H (-2.0222, 7.3964, 1.3184)
H (-1.5712, 6.8010, 3.8834)
H (-0.8916, 5.0902, 5.4930)
H (-0.2800, 2.8049, 4.7972)
Br (-4.9509, -0.3702, -5.8428)
C (-3.1331, -0.1736, -6.3327)
C (-2.8539, 0.5424, -7.4900)
C (-1.5403, 0.7396, -7.8804)
C (-0.5057, 0.2220, -7.1132)
C (-0.7885, -0.4876, -5.9599)
C (-2.1062, -0.6953, -5.5589)
I (-2.3881, -1.7325, -3.7822)
H (-3.6707, 0.9447, -8.0734)
H (-1.3288, 1.3002, -8.7817)
H (0.5252, 0.3762, -7.4049)
H (0.0144, -0.8741, -5.3452)
Cl (-2.0068, -1.5216, 0.3464)
C (-1.7703, -3.2824, 0.4733)
Cl (-2.3158, -4.1191, -0.9879)
H (-2.3688, -3.6187, 1.3098)
H (-0.7085, -3.4491, 0.6337)
O (4.3863, 1.0885, -0.4232)
S (3.3601, 0.0465, -0.3820)
N (2.0916, 0.4769, 0.2646)


2.
Entry from the Open Molecules 2025 dataset: a structure of composition C46H47BrF4N2NiOPS in a non-equilibrium geometry (ωB97M-V/def2-TZVPD).

Computed properties:
LUMO (spin up / spin down) (eV): -4.241 / -4.260
Net charge: +1
Maximum force (eV Å⁻¹): 3.80

Atoms and positions in Å:
Ni (-0.0649, -0.0029, -0.2313)
F (1.3525, -4.3388, 5.4081)
C (0.8244, -3.3539, 4.6957)
C (-0.1542, -2.5253, 5.2411)
F (-0.5517, -2.6911, 6.4976)
C (-0.7212, -1.5123, 4.4756)
F (-1.6361, -0.7478, 5.0701)
C (-0.3314, -1.2630, 3.1592)
P (-1.1916, 0.0156, 2.1047)
C (-2.8858, -0.5089, 2.6368)
C (-3.2961, -1.7491, 2.1583)
C (-4.5363, -2.2609, 2.4980)
C (-5.3799, -1.5461, 3.3295)
C (-4.9598, -0.3315, 3.8471)
C (-3.7225, 0.1845, 3.5067)
C (-0.9636, 1.4421, 3.2435)
C (0.0817, 1.4954, 4.1605)
C (0.1770, 2.5513, 5.0505)
C (-0.7587, 3.5704, 5.0273)
C (-1.7773, 3.5475, 4.0903)
C (-1.8703, 2.4982, 3.1951)
C (0.6824, -2.0726, 2.6556)
Br (1.4042, -1.7317, 0.9502)
C (1.2443, -3.1113, 3.3931)
F (2.1912, -3.8675, 2.8452)
H (-2.6337, -2.3111, 1.5150)
H (-4.8435, -3.2214, 2.1144)
H (-6.3503, -1.9430, 3.5840)
H (-5.5837, 0.2149, 4.5371)
H (-3.4131, 1.1093, 3.9636)
H (0.8187, 0.7043, 4.1967)
H (0.9705, 2.5660, 5.7818)
H (-0.6877, 4.3746, 5.7410)
H (-2.5121, 4.3376, 4.0651)
H (-2.6469, 2.5021, 2.4425)
C (1.7853, -4.7576, -0.3834)
C (0.7064, -4.1569, -1.3046)
C (1.3122, -3.0681, -2.1921)
C (-0.6278, -3.8774, -0.6145)
C (-1.1769, -4.9498, 0.0838)
C (-2.5210, -5.0165, 0.3857)
C (-3.3764, -4.0868, -0.1790)
C (-2.8825, -2.9696, -0.8319)
C (-3.8429, -2.0712, -1.5786)
C (-5.1155, -1.7164, -0.8113)
C (-4.2310, -2.8090, -2.8714)
C (-1.4752, -2.7797, -0.8828)
N (-0.9848, -1.5172, -1.2402)
C (-1.2071, -1.1427, -2.4669)
C (-0.7794, 0.0867, -2.9553)
C (-0.9056, 0.5323, -4.3001)
C (-0.1840, 1.6773, -4.3626)
C (0.3707, 1.9210, -3.0510)
N (-0.0248, 0.9596, -2.2002)
C (1.3900, 3.0192, -2.9178)
C (1.0947, 4.1441, -3.9273)
C (2.7292, 2.3257, -3.2508)
C (1.5267, 3.6672, -1.5449)
H (2.5598, -4.0317, -0.1560)
H (2.2595, -5.6026, -0.8761)
H (1.3708, -5.1040, 0.5578)
H (0.4149, -4.9582, -2.0005)
H (1.5345, -2.1424, -1.6637)
H (0.6681, -2.8348, -3.0372)
H (2.2487, -3.4497, -2.5907)
H (-0.5459, -5.7827, 0.3523)
H (-2.9120, -5.8437, 0.9552)
H (-4.4400, -4.2381, -0.1087)
H (-3.3506, -1.1292, -1.8434)
H (-5.7125, -2.5995, -0.6037)
H (-5.7222, -1.0483, -1.4174)
H (-4.8820, -1.2267, 0.1300)
H (-4.8861, -3.6432, -2.6364)
H (-3.3613, -3.2074, -3.3919)
H (-4.7617, -2.1410, -3.5438)
H (-1.6521, -1.8348, -3.1808)
H (-1.4617, 0.0442, -5.0768)
H (-0.0440, 2.2855, -5.2283)
H (1.3805, 3.8755, -4.9395)
H (1.6599, 5.0333, -3.6600)
H (0.0378, 4.4055, -3.9133)
H (2.7063, 1.8836, -4.2421)
H (2.9243, 1.5404, -2.5241)
H (3.5377, 3.0512, -3.2164)
H (0.6264, 4.2176, -1.2870)
H (2.3626, 4.3651, -1.5500)
H (1.7234, 2.9063, -0.8069)
C (2.9135, 2.2936, 1.8899)
S (1.3207, 1.5127, 1.4212)
O (1.5771, 1.0770, 0.0273)
C (0.2923, 3.0001, 1.2303)
C (-0.7954, 2.8802, 0.3774)
C (-1.6462, 3.9505, 0.1748)
C (-1.4179, 5.1421, 0.8452)
C (-0.3420, 5.2567, 1.7085)
C (0.5144, 4.1844, 1.9093)
H (3.0892, 3.1967, 1.3175)
H (3.6700, 1.5504, 1.6584)
H (2.9049, 2.4969, 2.9533)
H (-0.9513, 1.9457, -0.1722)
H (-2.4844, 3.8594, -0.4996)
H (-2.0892, 5.9736, 0.6967)
H (-0.1633, 6.1810, 2.2385)
H (1.3382, 4.2865, 2.5949)